Computed, not measured: a gas-phase ion, C5H11N2O (charge +1) in a non-equilibrium geometry, with ωB97M-V/def2-TZVPD.

Last column: Löwdin charge in e.
Geometry (Å):
O  -1.1458  -0.8960  -2.8328  0.072
C  -1.6963  -1.2784  -1.8188  -0.126
C  -0.7838  -0.9754  -0.5429  -0.247
C  -0.8984  0.4893  -0.1760  -0.193
C  -0.1413  0.7113  1.0973  -0.234
C  1.9495  1.6044  1.9355  -0.040
N  1.3759  0.8637  1.0947  -0.050
N  0.7023  -1.1827  -0.9934  0.186
H  -2.6556  -1.8178  -1.7273  0.145
H  -0.8224  -1.5352  0.4183  0.147
H  -2.1092  0.9297  -0.0016  0.227
H  -0.5307  1.0159  -1.0944  0.133
H  -0.6349  1.5920  1.4350  0.092
H  -0.3621  -0.1635  1.8602  0.165
H  3.0423  1.4650  2.1577  0.092
H  1.6040  2.5486  2.4804  0.113
H  0.8391  -2.0404  -1.5638  0.178
H  1.3041  -0.9233  -0.0963  0.182
H  0.9634  -0.4073  -1.6317  0.155

The calculation puts the LUMO energy at -3.65 eV. The calculation puts the energy above the lowest of the compared OMol25 structures with the same formula, charge and spin at 386.14 kJ/mol. Its electronic energy is -381.5169 a.u. Its total charge is +1. The calculation puts the frontier orbital gap at 10.0 eV.